# 1
This record from OMol25 describes a 2-piece molecular cluster, C2H5N2 overall in a non-equilibrium geometry. The level of theory is wB97M-V/def2-TZVPD.

Its spin multiplicity is 3. The relative energy (zero: lowest compared OMol25 entry of this formula, charge and spin) is 67.3 kcal per mole. As for the total energy: -5119.94624 eV. The lowest unoccupied orbital energy (alpha / beta) is -5.12 / -8.71 eV. The total charge is +1. The calculation puts the gap between HOMO and LUMO (alpha / beta) at 6.73 / 8.53 eV.

Positions of all 9 atoms, in Å:
1 C 1.65736 -0.06096 2.21343
2 C -1.17222 0.02397 -0.80777
3 N 1.16506 -0.25096 1.19429
4 N 0.81110 -0.34220 0.00753
5 H 2.37453 0.20810 3.02739
6 H -1.21469 -1.13567 -0.81222
7 H -1.84679 0.47697 0.01924
8 H -0.94752 0.51501 -1.68452
9 H 1.01368 -1.20256 -0.53165

natural (NBO) atomic charge list, values in e, 2 entries: C 0.363; C -0.526

# 2
This record from OMol25 describes C32H32BN11O2W as an isolated structure in a non-equilibrium geometry. The level of theory is wB97M-V/def2-TZVPD.

Its spin multiplicity is 4. The relative energy (zero: lowest compared OMol25 entry of this formula, charge and spin) is 16.7 kcal per mole. As for the total energy: -56667.71524 eV. The lowest unoccupied orbital energy (alpha / beta) is -9.83 / -10.52 eV. The total charge is +3. The calculation puts the gap between HOMO and LUMO (alpha / beta) at 5.59 / 4.91 eV.

Positions of all 79 atoms, in Å:
1 W 0.02724 1.43935 -1.63387
2 C -0.04505 -1.19512 0.92216
3 C -1.04282 -0.09058 0.98198
4 C -2.04619 0.07507 1.90699
5 C -2.64879 1.29331 1.59176
6 N -2.03847 1.81078 0.53954
7 N -1.05062 0.96841 0.12022
8 B -2.15203 3.27841 -0.00969
9 N -2.50017 3.14847 -1.51949
10 C -3.37804 3.75748 -2.31057
11 C -3.14459 3.39317 -3.63099
12 C -2.06652 2.53670 -3.59647
13 C -1.33743 1.90581 -4.73502
14 N -1.68361 2.38077 -2.29418
15 N -0.71344 3.86573 0.07388
16 C -0.25906 4.92857 0.73640
17 C 1.08973 5.08193 0.47118
18 C 1.42588 4.06128 -0.39368
19 C 2.76526 3.84930 -1.01710
20 N 0.32091 3.30179 -0.64027
21 N -3.18230 3.99491 0.77309
22 C -4.54543 3.92646 0.65289
23 C -5.09091 4.47935 1.77041
24 C -3.98646 4.86775 2.56922
25 C -4.01123 5.54577 3.90191
26 N -2.84807 4.55876 1.98104
27 H -0.05532 -1.72790 1.87062
28 H 0.96322 -0.80881 0.76115
29 H -0.28898 -1.91555 0.13887
30 H -2.30479 -0.58660 2.71636
31 H -3.47447 1.80836 2.06053
32 H -4.11364 4.43285 -1.90575
33 H -3.69502 3.71610 -4.49842
34 H -1.16050 2.64594 -5.51378
35 H -1.92086 1.09763 -5.17771
36 H -0.36400 1.50805 -4.44453
37 H -0.92882 5.49146 1.36517
38 H 1.74581 5.84560 0.85227
39 H 3.39393 4.70669 -0.78984
40 H 2.69875 3.76211 -2.09914
41 H 3.26081 2.96113 -0.62000
42 H -5.02729 3.47105 -0.19706
43 H -6.13661 4.61202 1.99378
44 H -4.30082 6.59119 3.79097
45 H -3.02832 5.51324 4.36614
46 H -4.74043 5.07880 4.56221
47 C 2.52891 -9.06567 3.90512
48 O 2.44959 -7.61024 3.92286
49 C 2.68950 -6.91471 2.86012
50 C 2.63856 -5.49087 3.04376
51 C 2.87912 -4.66899 2.00292
52 C 3.15416 -5.23091 0.71342
53 C 3.22959 -6.64530 0.54409
54 C 3.00066 -7.47614 1.59333
55 N 3.34753 -4.50771 -0.38243
56 N 3.43439 -3.30319 -0.53998
57 C 3.05411 -2.22476 -1.17236
58 C 3.95028 -1.11703 -1.25356
59 C 3.52744 0.10582 -1.70216
60 C 2.19240 0.33251 -2.05969
61 O 1.73556 1.51956 -2.51867
62 C 1.27838 -0.79448 -2.05313
63 N -0.01208 -0.54139 -2.43419
64 C -0.80728 -1.56149 -2.71258
65 C -0.36750 -2.88679 -2.60973
66 C 0.88182 -3.14695 -2.09230
67 C 1.73386 -2.08387 -1.76012
68 H 2.22942 -9.37595 4.89782
69 H 3.55350 -9.37081 3.70577
70 H 1.84332 -9.46769 3.16288
71 H 2.43149 -5.11894 4.03764
72 H 2.89481 -3.59358 2.13420
73 H 3.49194 -7.04248 -0.42828
74 H 3.06620 -8.54532 1.46361
75 H 4.98433 -1.27263 -0.97423
76 H 4.23483 0.91446 -1.83706
77 H -1.81839 -1.32256 -3.01783
78 H -1.02538 -3.68777 -2.91551
79 H 1.21443 -4.17112 -1.96693

Mulliken atomic charge list, values in e, 2 entries: W 1.377; C -1.016

# 3
This record from OMol25 describes a 4-piece molecular cluster, CH9O3S overall in a non-equilibrium geometry. The level of theory is wB97M-V/def2-TZVPD.

Its spin multiplicity is 1. The relative energy (zero: lowest compared OMol25 entry of this formula, charge and spin) is 13.4 kcal per mole. As for the total energy: -18162.19203 eV. The lowest unoccupied orbital energy is 3.73 eV. The total charge is -1. The calculation puts the gap between HOMO and LUMO at 7.05 eV.

Positions of all 14 atoms, in Å:
1 C -0.49450 -1.27562 -1.07612
2 S -0.40000 0.18368 0.06154
3 H -0.90755 -0.85360 -2.00535
4 H 0.51760 -1.66765 -1.20039
5 H -1.20582 -1.99342 -0.66505
6 H -2.75463 -0.46998 3.51948
7 H -1.72060 0.58523 3.32111
8 O -2.58417 0.45748 3.74798
9 H 1.64680 1.94986 -2.29181
10 H 0.36277 2.04357 -1.57268
11 O 0.80546 2.41049 -2.35086
12 H 1.59909 -0.11064 0.50469
13 H 2.61517 -0.72932 -0.45587
14 O 2.52038 -0.53009 0.46332

natural (NBO) atomic charge list, values in e, 2 entries: C -0.726; S -0.715

# 4
This record from OMol25 describes one molecule with the formula C18H23FN2O4S2 in a non-equilibrium geometry. The level of theory is wB97M-V/def2-TZVPD.

Its spin multiplicity is 1. The relative energy (zero: lowest compared OMol25 entry of this formula, charge and spin) is 18.2 kcal per mole. As for the total energy: -54596.09693 eV. The lowest unoccupied orbital energy is 0.53 eV. The SMILES is O=S(=O)(c1ccc(F)cc1)N1CCN(C[C@@H](O)COCc2cccs2)CC1. The calculation puts the gap between HOMO and LUMO at 9.04 eV.

Positions of all 50 atoms, in Å:
1 O -0.49577 -0.75960 2.11212
2 S 0.62673 -0.15392 1.44528
3 O 0.52391 1.22650 1.06817
4 N 1.19605 -1.03582 0.14040
5 C 0.82269 -2.43061 0.21062
6 C -0.66744 -2.62472 -0.14491
7 N -1.17966 -1.38418 -0.68371
8 C -0.35294 -0.91927 -1.77271
9 C 0.98852 -0.45554 -1.17126
10 H 0.99544 0.62456 -1.03232
11 H 1.83131 -0.73934 -1.80932
12 H -0.17877 -1.71491 -2.52150
13 H -0.84742 -0.08228 -2.26314
14 C -2.61256 -1.37978 -0.91534
15 H -2.83626 -0.91859 -1.87844
16 C -3.35692 -0.57388 0.17057
17 O -3.27561 -1.17922 1.43299
18 H -2.35934 -1.09073 1.74670
19 C -2.82504 0.86729 0.23962
20 O -2.57245 1.36140 -1.05518
21 C -1.77685 2.52937 -1.06141
22 C -1.18766 2.69016 -2.42053
23 C 0.08383 3.03744 -2.75639
24 C 0.29607 3.07132 -4.15365
25 C -0.81637 2.73727 -4.85372
26 S -2.14914 2.38023 -3.82364
27 H -0.94162 2.67612 -5.91628
28 H 1.23564 3.32935 -4.60851
29 H 0.84061 3.26673 -2.02752
30 H -2.39527 3.40655 -0.79971
31 H -0.96711 2.44971 -0.32238
32 H -1.89341 0.85912 0.81912
33 H -3.55050 1.50770 0.76343
34 H -4.42165 -0.56945 -0.09071
35 H -3.01301 -2.40137 -0.91882
36 H -0.76983 -3.45709 -0.86861
37 H -1.24068 -2.87072 0.74925
38 H 1.03157 -2.77133 1.22521
39 H 1.46900 -2.97732 -0.48139
40 C 2.04426 -0.33512 2.53032
41 C 3.23354 0.26665 2.16166
42 C 4.34990 0.12613 2.96617
43 C 4.23801 -0.62400 4.12657
44 C 3.05201 -1.22914 4.50689
45 C 1.94291 -1.07730 3.69167
46 H 0.99261 -1.51872 3.94689
47 H 3.00885 -1.79970 5.42086
48 F 5.32060 -0.76821 4.91052
49 H 5.29317 0.58337 2.71324
50 H 3.26605 0.84489 1.25284

natural (NBO) atomic charge list, values in e, 2 entries: O -0.970; S 2.341

# 5
This record from OMol25 describes C23H42NO2PReS4Sb as an isolated structure. The level of theory is wB97M-V/def2-TZVPD.

Its spin multiplicity is 1. The relative energy (zero: lowest compared OMol25 entry of this formula, charge and spin) is 59.8 kcal per mole. As for the total energy: -91374.84344 eV. The lowest unoccupied orbital energy is -14.03 eV. The total charge is +4. The calculation puts the gap between HOMO and LUMO at 5.91 eV.

Positions of all 75 atoms, in Å:
1 Re 0.96060 -0.10996 0.40134
2 S -0.17356 -2.69370 -4.84157
3 Sb -0.25908 -4.24929 -3.39069
4 S -0.23786 -1.33644 -0.76576
5 S 2.67272 -1.11748 0.87794
6 S -0.33877 -5.76149 -1.89630
7 C 1.91237 1.63139 5.87089
8 C 1.45207 2.48127 4.69025
9 C 0.42319 1.73311 3.81858
10 C 0.66745 0.20993 3.87301
11 C 2.17165 -0.07293 3.99345
12 C 2.62415 0.34941 5.40112
13 P -0.21869 -0.69331 2.56627
14 C -1.90384 -0.09125 2.23420
15 C -2.76509 -0.06572 3.53104
16 C -3.94403 0.91009 3.37559
17 C -4.49750 0.91368 1.95542
18 C -3.43657 1.36695 0.92836
19 C -2.01134 1.23927 1.48355
20 C -0.32488 -2.50219 2.84526
21 C 0.89297 -3.35927 2.46563
22 C 0.75637 -4.74160 3.10632
23 C 0.86024 -4.65144 4.63859
24 C 0.40510 -3.28388 5.16253
25 C -0.75345 -2.74579 4.33166
26 H 1.05263 1.38648 6.49992
27 H 2.58276 2.21174 6.50191
28 H 2.31845 2.77063 4.08924
29 H 1.00015 3.40718 5.04362
30 H 0.49109 2.08935 2.78201
31 H -0.59012 1.95562 4.15632
32 H 0.18608 -0.20905 4.76802
33 H 2.69926 0.52072 3.23892
34 H 2.42022 -1.12395 3.82844
35 H 3.70553 0.48455 5.39321
36 H 2.42036 -0.46595 6.09750
37 H -2.29270 -0.86928 1.56247
38 H -2.16694 0.23669 4.39433
39 H -3.13115 -1.07324 3.73117
40 H -3.63736 1.91897 3.66102
41 H -4.71807 0.61883 4.08458
42 H -5.35882 1.57679 1.90272
43 H -4.87228 -0.08198 1.70604
44 H -3.60296 2.40191 0.63055
45 H -3.51881 0.76520 0.01933
46 H -1.77304 2.06828 2.14890
47 H -1.30301 1.30346 0.64280
48 H -1.15925 -2.77636 2.18863
49 H 1.82220 -2.90516 2.82738
50 H 0.96605 -3.43955 1.37776
51 H 1.52919 -5.40054 2.71224
52 H -0.20243 -5.17518 2.80709
53 H 1.88373 -4.84473 4.95880
54 H 0.24792 -5.43379 5.08606
55 H 1.23429 -2.56774 5.15765
56 H 0.09000 -3.36478 6.20230
57 H -1.19197 -1.85920 4.79082
58 H -1.56103 -3.48097 4.30344
59 O -0.18083 3.43140 -0.20169
60 C 0.90999 3.00202 -0.32940
61 O 1.21432 1.68906 0.07478
62 C 2.10574 3.74646 -0.87715
63 N 1.72587 5.18863 -1.08263
64 C 2.62540 5.68408 -2.20195
65 C 2.60071 4.51260 -3.16588
66 C 2.59537 3.25592 -2.26798
67 H 2.91010 3.72401 -0.14141
68 H 1.81814 5.74948 -0.23213
69 H 0.74203 5.25304 -1.36698
70 H 3.60788 5.85442 -1.76373
71 H 2.23068 6.62078 -2.58731
72 H 3.46085 4.53526 -3.83059
73 H 1.70554 4.55092 -3.78688
74 H 3.58877 2.82534 -2.16795
75 H 1.93370 2.49135 -2.67315

Mulliken atomic charge list, values in e, 2 entries: Re 0.982; S -0.163

# 6
This record from OMol25 describes C17H30N7PSeSr as an isolated structure. The level of theory is wB97M-V/def2-TZVPD.

Its spin multiplicity is 1. The relative energy (zero: lowest compared OMol25 entry of this formula, charge and spin) is 0.0 kcal per mole. As for the total energy: -104008.28364 eV. The lowest unoccupied orbital energy is -4.92 eV. The total charge is +2. The calculation puts the gap between HOMO and LUMO at 8.33 eV.

Positions of all 57 atoms, in Å:
1 Sr -0.32794 -0.27181 -0.13188
2 C -4.63641 3.33155 -2.15915
3 N -3.33918 3.21283 -1.49231
4 C -2.46135 4.37399 -1.53782
5 C -2.90493 2.07148 -0.92094
6 N -1.67405 1.84589 -0.57492
7 N -3.92105 1.15239 -0.67261
8 C -3.86887 -0.20043 -0.40037
9 N -5.09238 -0.74778 -0.23056
10 N -2.76567 -0.87474 -0.31561
11 H -5.42575 3.64914 -1.47227
12 H -4.91575 2.39829 -2.64427
13 H -4.55659 4.08180 -2.94100
14 H -3.06762 5.26123 -1.69632
15 H -1.73496 4.30648 -2.35223
16 H -1.93746 4.49920 -0.59046
17 H -1.08889 2.61225 -0.88925
18 H -4.84546 1.54853 -0.66599
19 H -5.94498 -0.24224 -0.39529
20 H -5.18342 -1.73295 -0.05662
21 H -2.97703 -1.85835 -0.17649
22 C 2.57721 0.76311 -4.61777
23 N 3.10369 -0.45283 -4.01367
24 C 4.38656 -0.93782 -4.17046
25 C 4.44860 -2.11210 -3.51210
26 N 3.20596 -2.32569 -2.94931
27 C 2.81014 -3.49795 -2.18459
28 C 2.38603 -1.30636 -3.26163
29 Se 0.56641 -1.17512 -2.88207
30 H 3.39745 1.30436 -5.07978
31 H 2.11338 1.38318 -3.85510
32 H 1.83212 0.51631 -5.37125
33 H 5.13309 -0.41374 -4.73996
34 H 5.26069 -2.80734 -3.39654
35 H 3.67600 -4.14173 -2.06061
36 H 2.02522 -4.04020 -2.70772
37 H 2.43509 -3.19643 -1.20847
38 C 2.51561 -3.04705 2.04429
39 P 0.90785 -2.18872 2.12020
40 C -0.09597 -3.31915 3.14819
41 C 1.18391 -0.74161 3.18849
42 C 2.40457 -0.41265 3.77049
43 C 2.52940 0.75323 4.51640
44 C 1.44325 1.59863 4.68713
45 C 0.22041 1.28292 4.10926
46 C 0.09649 0.12457 3.35713
47 H 3.26245 -2.42654 1.54936
48 H 2.38822 -3.96475 1.47014
49 H 2.86707 -3.31042 3.04234
50 H 0.43421 -3.57342 4.06608
51 H -0.30320 -4.22943 2.58538
52 H -1.04321 -2.84709 3.40628
53 H 3.26238 -1.06202 3.65603
54 H 3.47964 0.99794 4.97200
55 H 1.54631 2.50023 5.27558
56 H -0.63320 1.93191 4.25462
57 H -0.87681 -0.13839 2.94172

natural (NBO) atomic charge list, values in e, 2 entries: Sr 1.764; C -0.432

Copy entry 6 word for word.
This record from OMol25 describes C17H30N7PSeSr as an isolated structure. The level of theory is wB97M-V/def2-TZVPD.

Its spin multiplicity is 1. The relative energy (zero: lowest compared OMol25 entry of this formula, charge and spin) is 0.0 kcal per mole. As for the total energy: -104008.28364 eV. The lowest unoccupied orbital energy is -4.92 eV. The total charge is +2. The calculation puts the gap between HOMO and LUMO at 8.33 eV.

Positions of all 57 atoms, in Å:
1 Sr -0.32794 -0.27181 -0.13188
2 C -4.63641 3.33155 -2.15915
3 N -3.33918 3.21283 -1.49231
4 C -2.46135 4.37399 -1.53782
5 C -2.90493 2.07148 -0.92094
6 N -1.67405 1.84589 -0.57492
7 N -3.92105 1.15239 -0.67261
8 C -3.86887 -0.20043 -0.40037
9 N -5.09238 -0.74778 -0.23056
10 N -2.76567 -0.87474 -0.31561
11 H -5.42575 3.64914 -1.47227
12 H -4.91575 2.39829 -2.64427
13 H -4.55659 4.08180 -2.94100
14 H -3.06762 5.26123 -1.69632
15 H -1.73496 4.30648 -2.35223
16 H -1.93746 4.49920 -0.59046
17 H -1.08889 2.61225 -0.88925
18 H -4.84546 1.54853 -0.66599
19 H -5.94498 -0.24224 -0.39529
20 H -5.18342 -1.73295 -0.05662
21 H -2.97703 -1.85835 -0.17649
22 C 2.57721 0.76311 -4.61777
23 N 3.10369 -0.45283 -4.01367
24 C 4.38656 -0.93782 -4.17046
25 C 4.44860 -2.11210 -3.51210
26 N 3.20596 -2.32569 -2.94931
27 C 2.81014 -3.49795 -2.18459
28 C 2.38603 -1.30636 -3.26163
29 Se 0.56641 -1.17512 -2.88207
30 H 3.39745 1.30436 -5.07978
31 H 2.11338 1.38318 -3.85510
32 H 1.83212 0.51631 -5.37125
33 H 5.13309 -0.41374 -4.73996
34 H 5.26069 -2.80734 -3.39654
35 H 3.67600 -4.14173 -2.06061
36 H 2.02522 -4.04020 -2.70772
37 H 2.43509 -3.19643 -1.20847
38 C 2.51561 -3.04705 2.04429
39 P 0.90785 -2.18872 2.12020
40 C -0.09597 -3.31915 3.14819
41 C 1.18391 -0.74161 3.18849
42 C 2.40457 -0.41265 3.77049
43 C 2.52940 0.75323 4.51640
44 C 1.44325 1.59863 4.68713
45 C 0.22041 1.28292 4.10926
46 C 0.09649 0.12457 3.35713
47 H 3.26245 -2.42654 1.54936
48 H 2.38822 -3.96475 1.47014
49 H 2.86707 -3.31042 3.04234
50 H 0.43421 -3.57342 4.06608
51 H -0.30320 -4.22943 2.58538
52 H -1.04321 -2.84709 3.40628
53 H 3.26238 -1.06202 3.65603
54 H 3.47964 0.99794 4.97200
55 H 1.54631 2.50023 5.27558
56 H -0.63320 1.93191 4.25462
57 H -0.87681 -0.13839 2.94172

natural (NBO) atomic charge list, values in e, 2 entries: Sr 1.764; C -0.432